# H6NO

A cluster of 2 separate species, H6NO in total (the ωB97M-V functional and the def2-TZVPD basis, OMol25).

Computed properties:
* gap between HOMO and LUMO: 9.9 eV
* total charge: +1
* ΔE to the lowest compared entry with this formula, charge and spin: 15.48 kcal per mole

Positions of all 8 atoms, in Å:
O -0.6997 -2.1788 1.8057
H -1.1414 -1.5747 2.4447
H -0.2169 -2.8254 2.3688
N 0.4116 1.3160 -1.3239
H 0.1688 2.2995 -1.0977
H 1.3616 1.2807 -1.7408
H -0.2776 0.9360 -2.0007
H 0.3935 0.7468 -0.4560

=====

# C18H14FN3O3

The molecule C18H14FN3O3 (the ωB97M-V functional and the def2-TZVPD basis, OMol25).

Computed properties:
* structure (SMILES): O=C(NNC(=O)c1cc2ccccc2cc1O)Nc1ccccc1F
* gap between HOMO and LUMO: 8.0 eV
* ΔE to the lowest compared entry with this formula, charge and spin: 0.00 kcal per mole

Positions of all 39 atoms, in Å:
O -3.6931 -2.7162 -0.2271
C -2.7290 -2.0165 -0.4168
N -1.4966 -2.5941 -0.7161
N -0.3043 -1.8880 -0.6297
C 0.2483 -1.5635 0.5777
O -0.3656 -1.8088 1.6090
C 1.5486 -0.8690 0.5458
C 2.3790 -0.8751 -0.5574
C 3.5969 -0.1807 -0.5727
C 4.4494 -0.1869 -1.6997
C 5.6231 0.5091 -1.6872
C 6.0005 1.2418 -0.5474
C 5.2018 1.2650 0.5595
C 3.9801 0.5558 0.5821
C 3.1462 0.5385 1.7074
C 1.9606 -0.1666 1.7216
O 1.2291 -0.1604 2.8416
N -2.7107 -0.6535 -0.4644
C -3.7616 0.2270 -0.2266
C -5.0615 -0.1652 0.0754
C -6.0397 0.7882 0.2962
C -5.7495 2.1398 0.2209
C -4.4611 2.5514 -0.0796
C -3.4944 1.5954 -0.2971
F -2.2235 1.9841 -0.5960
H -1.4524 -3.5707 -0.4403
H 0.1770 -1.7152 -1.5009
H 2.1256 -1.4463 -1.4399
H 4.1530 -0.7512 -2.5727
H 6.2710 0.5033 -2.5510
H 6.9331 1.7865 -0.5573
H 5.4900 1.8246 1.4370
H 3.4317 1.0723 2.6003
H 0.4625 -0.7662 2.7237
H -1.8176 -0.2091 -0.6339
H -5.2867 -1.2166 0.1357
H -7.0426 0.4666 0.5310
H -6.5190 2.8753 0.3948
H -4.1986 3.5952 -0.1461

=====

# C20H32F17NO4Si2

A structure of composition C20H32F17NO4Si2 (the ωB97M-V functional and the def2-TZVPD basis, OMol25).

Computed properties:
* gap between HOMO and LUMO: 7.9 eV

Positions of all 76 atoms, in Å:
C 2.6984 0.4026 0.9042
C 1.9023 0.1843 -0.1643
Si 0.2211 -0.6219 0.0438
C 0.5829 -2.4329 0.3485
O -0.5335 0.1529 1.3441
Si -2.1870 0.3776 1.3459
C -2.4660 1.9712 2.3434
C -1.1299 2.7290 2.5851
N -0.4568 2.3841 3.8255
C -3.1695 -0.9948 2.1918
C -2.4848 -2.3614 2.2470
C -3.2390 -3.2664 3.2581
O -2.5295 -2.9774 0.9767
C -2.9680 0.6753 -0.3648
C -4.3246 1.3831 -0.3033
F -3.1879 -0.5344 -1.0496
H 3.6101 -0.1542 1.0454
H 2.4382 1.1028 1.6808
H 2.2432 0.4967 -1.1445
H -0.4713 -0.4737 -1.2498
H 1.6078 -2.6269 0.0714
H -0.0340 -3.0335 -0.3016
H 0.4352 -2.7466 1.3709
H -3.1252 2.6628 1.8383
H -2.8374 1.7196 3.3252
H -1.3404 3.7884 2.6266
H -0.4526 2.6069 1.7561
H -0.1827 1.4129 3.8304
H -1.1022 2.5455 4.5819
H -4.0826 -1.1230 1.6109
H -3.4957 -0.6566 3.1609
H -1.4474 -2.2566 2.5207
H -2.5676 -3.8031 3.9060
H -3.8627 -3.9374 2.6921
H -3.9023 -2.6550 3.8493
H -3.4184 -2.9042 0.6200
H -2.3042 1.2798 -0.9760
H -4.6437 1.6190 0.6988
H -5.0611 0.7044 -0.7057
H -4.3404 2.2461 -0.9463
C 7.5314 -1.0882 3.2582
C 6.4353 -0.8758 2.2014
C 6.8424 -1.1242 0.7487
F 7.8412 -0.3016 0.3636
F 5.7901 -0.8894 -0.0722
F 5.9085 0.3563 2.3568
F 5.4392 -1.7583 2.4926
O 8.2179 0.0539 3.7234
C 9.2988 0.5390 3.0352
C 9.0248 1.9341 2.4741
F 7.9505 1.9203 1.6600
F 10.0950 2.3402 1.7542
F 9.7000 -0.3221 2.0823
F 10.3117 0.6490 3.9204
H 7.0080 -1.4536 4.1394
H 8.2198 -1.8847 2.9755
H 7.1603 -2.1622 0.6113
H 8.8445 2.6402 3.2872
C -4.4554 0.0077 -3.9829
C -3.3474 -0.6167 -4.8447
C -2.3287 0.3345 -5.4706
F -2.9159 1.2147 -6.3109
F -1.4359 -0.3880 -6.1894
F -3.9078 -1.3956 -5.7968
F -2.6407 -1.4424 -4.0265
O -5.7124 0.2179 -4.5968
C -5.9387 1.3538 -5.3236
C -6.1864 1.0378 -6.7983
F -5.1400 0.3757 -7.3294
F -6.3428 2.1959 -7.4803
F -4.9468 2.2488 -5.1568
F -7.0661 1.9169 -4.8351
H -4.6638 -0.7249 -3.2073
H -4.1101 0.8957 -3.4540
H -1.7861 0.8829 -4.6947
H -7.0850 0.4275 -6.9084

=====

For each record above, in turn, the calculated lowest unoccupied orbital energy values are -4.649 -0.321 0.160 eV.